{
  "formula": "C4H10N4Si",
  "method": "wB97M-V/def2-TZVPD",
  "elements": ["Si", "N", "N", "N", "N", "C", "C", "C", "C", "H", "H", "H", "H", "H", "H", "H", "H", "H", "H"],
  "positions_angstrom": [[-0.65079, -0.16235, 0.09825], [4.22913, 1.03900, 0.10438], [4.47735, -0.07984, -0.44097], [1.04484, 0.23617, 0.47307], [2.05020, -0.49624, -0.22211], [-0.62178, -1.65151, -1.05676], [-1.31618, 1.54283, -0.73924], [-1.66777, -0.49535, 1.75117], [3.16496, 0.09894, -0.26335], [-2.23669, 1.59376, -1.30610], [-0.95038, -1.37441, -2.15185], [-2.54274, -1.10762, 1.45617], [-2.12132, 0.48162, 2.12401], [-1.20118, -0.91527, 2.54392], [-1.47428, 2.47325, -0.06248], [0.41211, -1.92573, -1.24850], [-1.31417, -2.35724, -0.68891], [1.40918, 1.00211, 1.15134], [-0.69048, 2.09790, -1.52201]],
  "forces_ev_per_angstrom": [[-0.2, 2.0, 0.3], [-1.3, -1.1, -0.3], [1.7, 0.1, -0.5], [0.5, 0.5, 0.9], [0.4, 1.9, 0.9], [0.0, 2.5, -2.6], [0.6, 2.1, 0.1], [-2.2, 2.8, -3.5], [-0.8, -0.1, 0.7], [-0.7, -0.9, 0.1], [0.2, -0.2, 2.1], [0.4, 0.1, 0.2], [0.6, -1.0, -0.6], [1.8, -1.5, 2.3], [0.3, -1.8, -0.2], [-0.1, -0.7, 0.6], [-0.3, -1.3, 0.3], [-1.0, -1.8, -1.8], [0.2, -1.4, 0.9]],
  "lowdin_charge": [0.568, 0.182, 0.125, -0.168, 0.009, -0.184, -0.214, -0.172, -0.420, -0.017, 0.074, 0.024, 0.043, -0.038, 0.035, 0.000, -0.005, 0.128, 0.028],
  "relative_energy_ev": 2.5007,
  "spin_multiplicity": 1,
  "orbital_gap_ha": 0.301,
  "smiles": "C[Si](C)(C)NN=c1nn1",
  "homo_ev": -8.5816,
  "lumo_ha": -0.014
}

{
  "formula": "C4H10O2",
  "method": "wB97M-V/def2-TZVPD",
  "elements": ["O", "O", "C", "C", "C", "C", "H", "H", "H", "H", "H", "H", "H", "H", "H", "H"],
  "positions_angstrom": [[0.73232, 0.79941, 0.46200], [-1.67371, 1.17005, 0.99680], [1.47433, -0.25241, -0.30537], [-2.52096, -0.05878, -0.83630], [2.46508, -1.11803, 0.56197], [-2.71419, 0.59805, 0.35611], [-0.79066, 0.93204, 0.61400], [2.02776, 0.14914, -1.21181], [0.49109, 1.67719, -0.07390], [2.74470, -2.03499, 0.02230], [0.76200, -0.96193, -0.68830], [2.05826, -1.44447, 1.51909], [3.43169, -0.39622, 0.68599], [-3.37787, -0.07909, -1.46181], [-1.37539, -0.08297, -1.12943], [-3.73445, 1.10300, 0.48869]],
  "forces_ev_per_angstrom": [[1.0, 1.5, -2.2], [-1.1, 0.0, 1.1], [0.5, 0.0, -0.2], [2.3, 1.5, 2.3], [1.6, 3.0, -0.4], [0.0, 1.3, -3.4], [-0.9, -0.7, 0.6], [-0.7, -0.1, 1.3], [1.6, -2.9, 1.2], [0.0, 0.5, -0.1], [-0.7, 0.0, -0.2], [0.0, 0.4, 0.0], [-2.1, -2.1, 0.2], [-0.2, -0.8, -0.8], [-2.8, -0.5, 0.0], [1.5, -1.2, 0.7]],
  "lowdin_charge": [-0.151, -0.059, -0.250, -0.022, -0.087, -0.287, 0.004, 0.125, 0.175, 0.066, 0.077, 0.063, 0.120, 0.018, 0.078, 0.129],
  "relative_energy_ev": 3.2561,
  "spin_multiplicity": 1,
  "orbital_gap_ha": 0.333,
  "smiles": "C=CO.CCO",
  "homo_ev": -8.4150,
  "lumo_ha": 0.024
}

{
  "formula": "C73H82FN13O5",
  "method": "wB97M-V/def2-TZVPD",
  "elements": ["F", "O", "O", "O", "O", "O", "N", "N", "N", "N", "N", "N", "N", "N", "N", "N", "N", "N", "N", "C", "C", "C", "C", "C", "C", "C", "C", "C", "C", "C", "C", "C", "C", "C", "C", "C", "C", "C", "C", "C", "C", "C", "C", "C", "C", "C", "C", "C", "C", "C", "C", "C", "C", "C", "C", "C", "C", "C", "C", "C", "C", "C", "C", "C", "C", "C", "C", "C", "C", "C", "C", "C", "C", "C", "C", "C", "C", "C", "C", "C", "C", "C", "C", "C", "C", "C", "C", "C", "C", "C", "C", "C", "H", "H", "H", "H", "H", "H", "H", "H", "H", "H", "H", "H", "H", "H", "H", "H", "H", "H", "H", "H", "H", "H", "H", "H", "H", "H", "H", "H", "H", "H", "H", "H", "H", "H", "H", "H", "H", "H", "H", "H", "H", "H", "H", "H", "H", "H", "H", "H", "H", "H", "H", "H", "H", "H", "H", "H", "H", "H", "H", "H", "H", "H", "H", "H", "H", "H", "H", "H", "H", "H", "H", "H", "H", "H", "H", "H", "H", "H", "H", "H", "H", "H"],
  "positions_angstrom": [[-2.11214, -1.87730, -4.26372], [-3.25785, -5.26732, -1.05228], [-4.69416, 1.64910, -1.78502], [-1.67439, -4.26152, 0.28886], [-5.34362, 3.72465, 3.21282], [-1.25850, 3.38337, 1.36213], [2.70346, 1.70966, 6.84945], [3.96638, 0.13067, -3.77974], [-1.19107, 5.52280, -3.29210], [-6.18120, 8.61927, 5.01426], [-0.01835, -0.10788, -1.79399], [2.04966, -0.88707, 10.90278], [-2.87558, -6.32650, 3.83529], [1.17417, 0.26623, -7.54609], [2.35997, -3.76235, -5.27049], [-0.24237, 1.54279, -12.47468], [-5.62368, 1.45047, 3.34046], [4.35325, -2.24480, 4.34174], [-2.83456, -0.15427, -2.90734], [-6.17414, 6.42851, 4.02059], [1.86915, 1.35483, 7.83493], [-4.19328, 3.47447, 0.37982], [-5.58996, 7.44587, 4.76041], [-2.32612, 0.54010, -11.82158], [1.65923, -1.61629, 11.95452], [-1.04969, -1.31150, -8.13349], [-0.71588, 1.67716, -0.26043], [-0.90910, -0.73275, -6.88227], [4.14236, -2.03330, 5.64528], [5.29087, 2.57734, -3.95336], [5.15054, 0.32950, -3.18853], [1.01779, -0.30394, -8.74644], [-0.76692, 2.57575, 2.48226], [-0.31626, 3.32290, -3.70547], [-1.02734, 0.73338, -1.34753], [-0.06878, -1.09451, -9.08907], [4.09355, 2.75628, 8.50655], [5.84814, 1.52548, -3.24272], [2.93724, 1.25053, 1.89455], [0.96695, -2.93669, -2.08285], [3.79334, 2.40056, 7.20092], [2.74173, -4.98093, -4.87150], [-4.36410, -7.96446, 4.77044], [5.10457, -3.30188, 4.01561], [-0.42709, -0.95231, -2.76250], [-1.31123, -3.38747, -0.79469], [-1.07285, 5.77063, -4.60100], [-2.46073, -0.03574, -13.07478], [3.31738, -3.27755, 11.57726], [3.07806, -1.35948, 10.18967], [0.21368, 0.04338, -6.64236], [-1.47672, 0.18444, -14.02559], [-3.87138, -5.94187, 3.03007], [-5.36617, 2.60271, 1.01781], [3.44856, 1.16016, -4.45788], [-1.68778, 2.57893, 0.32017], [3.74030, -2.54206, 10.48207], [-0.81412, 4.31056, -2.86951], [-0.20509, 3.60383, -5.05845], [2.07477, 1.66404, 9.17081], [3.22806, -5.95611, -5.72753], [-3.13780, -7.32381, 4.68630], [2.98066, 1.59714, 0.35337], [3.66656, -0.15792, 2.05941], [-1.20531, 1.31763, -11.57471], [2.25549, -2.80839, 12.33270], [-2.50886, -5.28152, -0.10929], [-0.59100, 4.85230, -5.52045], [-3.38893, 1.63011, -1.29747], [-2.38414, 0.68120, -1.89489], [-0.18107, -3.95842, -1.74188], [0.80178, 2.61941, 2.62847], [-8.08272, 7.84455, 3.76720], [-5.44776, 2.70200, 2.57971], [-3.08106, 2.55034, -0.21801], [4.65576, -2.83741, 6.65004], [3.32178, -5.65566, -7.07711], [-5.13408, -6.51333, 3.03666], [-7.44771, 6.63769, 3.51663], [-7.40887, 8.79687, 4.51535], [1.14712, 3.10766, 4.11874], [5.66148, -4.16922, 4.94205], [2.93067, -4.40082, -7.51588], [-1.82424, -0.94364, -3.27850], [3.21237, 2.37938, 9.50844], [-0.39331, 0.97517, -13.67632], [-5.38067, -7.54653, 3.92648], [5.43007, -3.92732, 6.28660], [0.61737, -1.98374, -3.31590], [1.48835, 1.18701, 2.49525], [4.06623, 2.39521, -4.57618], [2.46132, -3.49540, -6.57742], [4.56594, -2.87789, 9.86880], [3.57554, 2.02108, 2.42103], [-2.17100, -3.07634, -1.44629], [-0.02368, 2.35912, -3.30802], [-1.54777, -0.24765, -15.01528], [1.28487, 3.36201, 1.94397], [-0.14477, -1.52882, -10.07768], [-3.76175, 4.18218, 1.14132], [2.98904, -4.13018, -8.56209], [-0.58600, -4.35059, -2.72099], [2.93815, -0.92343, 1.65867], [0.17850, 2.85797, -5.74604], [5.80542, 3.52880, -4.02081], [-2.31239, -7.61300, 5.32838], [-3.62903, -5.13236, 2.35026], [-4.67063, 4.10307, -0.42441], [-1.38395, 6.76200, -4.91396], [4.99268, 3.31475, 8.73271], [4.45386, -2.61589, 7.68905], [3.37521, -0.74706, 9.34392], [0.99458, 0.79370, 7.52114], [-4.76443, 0.89974, 3.25515], [3.52492, -6.92508, -5.34772], [1.36588, 1.35362, 9.92430], [-9.07806, 8.04266, 3.39036], [5.54584, -0.52397, -2.64758], [3.97132, -0.34774, 3.12804], [2.48724, 0.97034, -4.92518], [5.84886, -4.58134, 7.04285], [-3.32323, -0.64924, -13.30806], [0.21418, -2.60610, -4.14711], [0.53711, 3.99949, 4.41605], [-5.16143, 1.52402, 0.77535], [2.64682, -5.17070, -3.80716], [3.69585, -6.39155, -7.77937], [0.88038, 0.49539, 1.84691], [4.00861, 1.42643, -0.05462], [-1.20112, 3.07475, 3.39784], [1.86308, -3.55011, -2.39488], [0.82224, -1.21044, 12.51312], [5.26007, -3.44781, 2.95142], [1.29656, -2.35654, -1.17958], [3.60062, 3.19300, -5.14019], [-4.51907, -8.76845, 5.47808], [-7.94084, 5.86742, 2.93432], [0.36563, 0.51987, -5.67809], [2.28885, 0.89138, -0.19834], [3.52736, -1.16951, 5.88074], [2.25424, 3.29079, 4.15652], [-6.33956, 2.86924, 0.52608], [1.55200, -1.42303, -3.56964], [-4.97562, 0.74547, -2.01621], [2.67025, 2.64587, 0.10653], [0.40371, 1.17370, -14.38510], [-6.35448, -8.02077, 3.96207], [-7.86319, 9.75753, 4.73500], [-1.91397, -1.92462, -8.36154], [1.56385, 0.67939, 3.50203], [3.81016, -4.20658, 11.83921], [6.80208, 1.63075, -2.74239], [-2.45748, -6.22882, 0.50408], [-5.90324, -6.15899, 2.36278], [-6.37669, 0.94002, 2.86023], [2.14670, -2.49865, -6.87208], [3.41040, 2.64032, 10.54160], [-1.65106, -0.87857, -6.11194], [-5.64757, 5.49664, 3.84347], [0.24139, -4.86902, -1.21841], [-3.07359, 0.39025, -11.05322], [4.45018, 2.67665, 6.38236], [0.94214, 2.23936, 4.80808], [0.32376, 1.69088, 0.12893], [-0.92247, 4.13674, -1.80468], [-1.05676, 1.79221, -10.61026], [1.89756, -3.35491, 13.19537], [-0.51915, 5.10769, -6.56980], [-4.59587, 7.32937, 5.17942], [-0.92338, -2.43203, -0.33467], [1.81195, -0.10788, -9.45919], [-1.14476, 1.51775, 2.44110], [4.57150, -0.19984, 1.39848], [6.26045, -5.01092, 4.61954]],
  "forces_ev_per_angstrom": [[0.3, 1.1, 1.4], [0.7, 0.5, 0.4], [1.0, -0.3, 0.6], [-0.6, -1.2, -1.1], [0.2, -0.9, -1.1], [-1.1, -1.5, -0.4], [0.1, 0.0, 0.4], [0.2, 0.4, 0.0], [0.1, -0.3, -0.3], [-0.2, -0.3, -0.2], [-2.5, -0.6, -1.6], [0.2, -0.5, 0.2], [-0.4, -0.2, 0.0], [-0.3, -0.2, 0.0], [0.2, -0.4, -0.3], [-0.3, -0.3, -0.1], [-0.4, 0.6, -1.0], [0.3, -0.5, 0.5], [3.5, -1.1, 0.6], [0.1, 0.0, 0.0], [0.1, 0.1, -0.3], [-0.2, -0.2, -0.2], [-0.2, 0.4, 0.1], [0.0, 0.0, -0.1], [0.0, 0.3, -0.2], [0.0, 0.0, -0.1], [-1.5, 0.5, -0.2], [0.0, 0.0, -0.1], [-0.1, 0.1, -0.3], [0.0, 0.1, 0.0], [-0.3, -0.2, -0.1], [0.2, 0.2, 0.2], [0.5, 0.7, 1.0], [0.0, 0.0, -0.1], [-0.7, 0.9, 1.0], [0.0, 0.0, 0.1], [-0.1, 0.0, 0.0], [-0.1, 0.0, 0.0], [1.0, -0.4, -0.6], [0.4, -0.7, -0.6], [-0.2, -0.2, -0.3], [-0.1, 0.4, 0.0], [0.0, 0.0, -0.1], [-0.2, 0.3, -0.1], [0.1, 0.0, -0.4], [0.6, 1.9, -1.3], [-0.1, 0.1, 0.3], [-0.1, -0.1, 0.0], [0.1, -0.1, 0.0], [-0.2, 0.2, 0.1], [0.3, 0.1, -0.2], [0.0, 0.0, 0.1], [0.3, 0.0, 0.2], [0.5, -0.4, 0.1], [0.0, -0.3, 0.2], [0.6, -2.3, -2.3], [-0.1, 0.0, 0.1], [-0.1, 0.4, 0.1], [0.1, -0.1, -0.1], [-0.1, 0.2, -0.1], [0.0, 0.0, 0.0], [0.2, 0.2, -0.1], [-0.6, -0.3, 0.1], [-0.6, 0.8, -0.2], [0.3, 0.2, -0.1], [0.0, 0.0, 0.0], [-0.2, -0.6, 0.0], [0.0, 0.0, 0.0], [1.2, 0.3, 0.9], [-1.0, 2.0, 1.5], [0.1, -0.6, 0.3], [0.3, -0.5, 1.6], [0.0, -0.1, 0.0], [0.2, -0.1, 0.3], [0.7, -0.5, -0.5], [0.1, -0.1, -0.1], [0.0, -0.1, -0.1], [0.0, 0.0, 0.0], [0.0, 0.0, 0.0], [0.3, 0.1, 0.2], [0.0, -0.8, -0.8], [0.0, 0.0, 0.1], [0.0, -0.1, 0.1], [-0.5, 0.3, 0.1], [0.0, 0.0, 0.1], [0.2, 0.2, 0.2], [-0.1, -0.1, 0.0], [0.0, -0.1, 0.1], [-0.5, 0.3, 1.9], [0.4, 0.2, -0.5], [0.1, 0.0, 0.0], [-0.1, 0.2, 0.3], [0.0, 0.0, 0.0], [-0.8, -0.7, -0.3], [0.4, -0.6, 1.0], [0.0, 0.0, 0.0], [0.0, 0.0, 0.0], [-0.8, -0.7, 0.2], [0.0, 0.0, 0.0], [-0.4, -0.8, -0.8], [0.0, 0.0, 0.0], [0.1, 0.4, 1.1], [0.8, 0.4, 0.7], [0.0, 0.1, 0.0], [0.0, 0.0, 0.0], [-0.1, 0.0, 0.0], [-0.1, 0.0, 0.0], [0.8, -0.6, 0.7], [0.0, 0.0, -0.1], [0.0, 0.0, 0.0], [0.0, 0.0, -0.1], [0.0, 0.0, 0.0], [0.0, 0.0, 0.1], [-0.3, 0.1, 0.0], [0.0, 0.0, 0.0], [0.1, -0.1, -0.1], [0.0, 0.0, 0.0], [0.0, 0.1, 0.0], [-0.6, 0.0, -1.4], [0.1, 0.1, -0.1], [0.0, 0.0, 0.0], [0.0, 0.0, 0.0], [0.5, 0.8, 0.6], [0.8, -0.7, -0.2], [-0.4, 1.0, 0.2], [0.0, -0.1, 0.0], [0.0, 0.0, 0.0], [0.5, 0.6, 0.5], [-0.8, 0.3, 0.4], [0.3, -0.6, -1.0], [-0.9, 0.7, 0.2], [0.0, -0.1, 0.0], [0.0, -0.1, 0.0], [-0.5, -0.3, -0.9], [0.0, 0.0, 0.0], [0.0, 0.0, 0.0], [0.0, 0.0, 0.0], [-0.1, -0.1, 0.0], [0.7, 0.7, 0.4], [0.0, 0.0, 0.1], [-1.1, 0.1, 0.2], [0.8, -0.2, 0.7], [-0.8, -0.5, -0.1], [0.4, 0.4, -0.2], [0.2, -0.8, 0.3], [0.0, 0.0, 0.0], [0.0, 0.0, 0.0], [-0.1, 0.0, 0.0], [0.0, 0.0, 0.0], [-0.2, 0.6, -0.9], [0.0, 0.0, 0.0], [0.0, 0.0, 0.0], [0.4, 1.3, 0.1], [0.0, 0.0, 0.0], [0.6, -0.1, 0.2], [0.0, 0.0, -0.1], [0.0, 0.0, 0.0], [0.0, 0.0, -0.1], [-0.2, 0.5, 0.1], [-0.2, 1.0, -0.5], [0.0, 0.0, 0.0], [0.0, 0.0, 0.1], [0.1, 1.1, -0.5], [-1.0, 0.0, -0.5], [0.0, -0.1, 0.0], [-0.1, -0.1, 0.0], [0.0, 0.0, 0.0], [0.0, 0.0, 0.0], [0.0, -0.1, 0.0], [-0.4, -1.2, -0.1], [-0.1, 0.0, 0.0], [0.3, 1.0, -0.2], [-0.7, 0.1, 0.7], [0.0, 0.0, 0.0]],
  "lowdin_charge": [0.025, 0.070, 0.027, -0.048, 0.068, -0.071, 0.053, 0.063, 0.061, 0.046, 0.182, 0.061, 0.060, 0.064, 0.071, 0.056, 0.078, 0.052, 0.208, -0.067, -0.156, -0.099, -0.149, -0.081, -0.143, -0.069, 0.054, -0.058, -0.135, -0.081, -0.159, -0.161, -0.135, -0.062, -0.192, -0.083, -0.074, -0.079, -0.401, -0.183, -0.157, -0.146, -0.076, -0.142, -0.173, -0.184, -0.157, -0.085, -0.077, -0.142, -0.165, -0.078, -0.164, -0.095, -0.148, -0.208, -0.073, -0.138, -0.079, -0.102, -0.073, -0.155, -0.097, -0.095, -0.165, -0.072, -0.337, -0.074, -0.157, -0.122, -0.152, -0.297, -0.085, -0.427, -0.047, -0.064, -0.082, -0.068, -0.079, -0.168, -0.084, -0.074, -0.068, -0.223, -0.079, -0.157, -0.082, -0.080, -0.122, -0.168, -0.067, -0.133, 0.089, 0.131, 0.118, 0.084, 0.100, 0.137, 0.102, 0.121, 0.102, 0.122, 0.084, 0.086, 0.105, 0.102, 0.088, 0.126, 0.101, 0.100, 0.069, 0.094, 0.106, 0.081, 0.101, 0.087, 0.096, 0.101, 0.050, 0.077, 0.104, 0.105, 0.095, 0.080, 0.105, 0.093, 0.105, 0.107, 0.066, 0.127, 0.091, 0.105, 0.106, 0.111, 0.102, 0.100, 0.102, 0.077, 0.068, 0.097, 0.074, 0.128, 0.100, 0.113, 0.075, 0.101, 0.105, 0.097, 0.109, 0.117, 0.107, 0.100, 0.151, 0.104, 0.079, 0.094, 0.108, 0.083, 0.060, 0.122, 0.102, 0.102, 0.063, 0.087, 0.092, 0.103, 0.102, 0.101, 0.101, 0.127, 0.105, 0.136, 0.069, 0.101],
  "spin_multiplicity": 1,
  "orbital_gap_ha": 0.285,
  "smiles": "CC(C)C[C@H](C)COc1cc2nc(CCCCOC=O)c(F)nc2c(O)c1CCC(N)=O.c1ccncc1.c1ccncc1.c1ccncc1.c1ccncc1.c1ccncc1.c1ccncc1.c1ccncc1.c1ccncc1.c1ccncc1.c1ccncc1",
  "homo_ev": -8.3372,
  "lumo_ha": -0.021
}